No. 1
ORCA calculation (ωB97M-V/def2-TZVPD) on a structure of composition C16H12IN2O8S4SbW.

Properties
<S²>: 2.03
Total charge: -2
Orbital gap (spin up / spin down) in eV: 4.74 / 6.73
HOMO level (spin up / spin down) in eV: -1.0 / -3.0
Spin multiplicity: 3

Geometry (Å):
W1 0.135 -1.536 -0.876
C1 -2.912 0.314 -3.838
C2 -2.630 1.110 -2.600
N1 -3.144 2.337 -2.520
C3 -2.830 3.053 -1.433
C4 -2.069 2.599 -0.382
C5 -1.713 3.540 0.728
O1 -0.318 3.830 0.818
C6 -1.555 1.266 -0.412
C7 -0.829 0.813 0.718
N2 -0.046 -0.298 0.813
C8 0.685 -0.533 1.963
C9 0.860 0.459 2.960
C10 1.592 0.225 4.102
C11 2.220 -0.998 4.326
C12 2.109 -1.965 3.349
C13 1.359 -1.758 2.196
I1 -0.124 -4.664 2.051
C14 -1.827 0.541 -1.601
O2 -1.382 -0.690 -1.845
H1 -3.562 0.896 -4.489
H2 -3.377 -0.645 -3.603
H3 -1.981 0.075 -4.357
H4 -3.206 4.074 -1.405
H5 -2.039 3.149 1.701
H6 -2.246 4.484 0.572
H7 0.166 3.299 0.167
H8 -0.882 1.445 1.587
H9 0.462 1.451 2.812
H10 1.699 1.028 4.823
H11 2.807 -1.175 5.217
H12 2.610 -2.919 3.462
O3 3.855 0.013 0.016
C15 2.766 -0.199 -0.450
O4 2.199 -1.389 -0.539
C16 1.835 0.889 -1.056
O5 2.047 2.076 -0.931
O6 0.838 0.334 -1.663
S1 4.485 -3.584 -2.711
Sb1 2.306 -3.961 -2.526
S2 0.895 -2.317 -3.264
S3 1.363 -3.076 1.012
S4 1.497 -5.935 -1.901
O7 -1.283 -2.449 0.067
O8 -0.834 -3.209 -1.059

***

No. 2
ORCA calculation (ωB97M-V/def2-TZVPD) on a structure of composition C28H35BaF3N4O3P2S in a non-equilibrium geometry.

Properties
Orbital gap in eV: 5.75
HOMO level in eV: -6.8

Geometry (Å):
Ba1 -0.437 -2.512 4.559
C1 -1.204 2.586 4.270
C2 -1.531 1.780 3.258
C3 -0.841 1.500 1.949
C4 0.269 0.417 1.900
C5 1.530 0.726 2.644
C6 1.787 1.825 3.350
C7 1.096 3.161 3.266
C8 -0.015 3.498 4.331
C9 2.052 -2.167 5.616
H1 -1.748 2.520 5.228
H2 -2.505 1.266 3.299
H3 -0.556 2.407 1.386
H4 -1.649 1.016 1.373
H5 -0.193 -0.559 2.192
H6 0.552 0.233 0.843
H7 2.274 -0.095 2.617
H8 2.653 1.815 4.035
H9 0.714 3.335 2.251
H10 1.892 3.891 3.492
H11 0.417 3.430 5.357
H12 -0.378 4.556 4.238
H13 1.929 -1.750 6.635
H14 2.866 -1.607 5.140
H15 2.311 -3.236 5.707
P1 1.392 -1.238 -2.604
P2 -1.854 -0.781 -2.372
N1 2.804 -0.186 -2.742
N2 2.148 -2.449 -3.702
N3 -2.032 0.975 -2.406
N4 -3.508 -1.077 -3.011
C10 0.444 -0.355 -3.982
C11 -1.004 -0.868 -4.042
C12 3.478 0.340 -1.636
C13 4.500 1.168 -2.072
C14 4.456 1.183 -3.507
C15 3.393 0.366 -3.884
C16 2.360 -3.766 -3.274
C17 2.827 -4.519 -4.350
C18 2.891 -3.648 -5.487
C19 2.483 -2.390 -5.059
C20 -1.659 1.733 -1.290
C21 -1.727 3.078 -1.607
C22 -2.089 3.170 -2.984
C23 -2.222 1.872 -3.462
C24 -4.328 -0.387 -3.911
C25 -5.439 -1.168 -4.220
C26 -5.280 -2.412 -3.519
C27 -4.089 -2.342 -2.817
H16 0.913 -0.452 -4.982
H17 0.471 0.722 -3.741
H18 -1.524 -0.304 -4.833
H19 -1.038 -1.941 -4.303
H20 3.141 0.076 -0.641
H21 5.207 1.713 -1.450
H22 5.101 1.710 -4.199
H23 2.992 0.180 -4.870
H24 2.138 -4.031 -2.255
H25 3.106 -5.563 -4.328
H26 3.193 -3.886 -6.501
H27 2.388 -1.483 -5.637
H28 -1.358 1.215 -0.398
H29 -1.548 3.904 -0.924
H30 -2.237 4.071 -3.567
H31 -2.408 1.533 -4.467
H32 -4.086 0.602 -4.255
H33 -6.250 -0.881 -4.876
H34 -5.961 -3.254 -3.547
H35 -3.584 -3.061 -2.188
F1 -1.369 -0.307 9.489
C28 -0.649 -0.746 8.447
F2 0.569 -0.146 8.515
F3 -0.490 -2.089 8.587
S1 -1.413 -0.465 6.751
O1 -2.293 0.662 6.871
O2 -0.231 -0.320 5.845
O3 -2.013 -1.790 6.464

***

No. 3
ORCA calculation (ωB97M-V/def2-TZVPD) on the molecule C2H4N2O2.

Properties
Orbital gap in eV: 11.05
HOMO level in eV: -10.4
SMILES: NC(=O)NC=O

Geometry (Å):
N1 1.792 0.081 0.084
C1 0.493 0.312 0.496
O1 0.168 0.828 1.542
N2 -0.421 -0.089 -0.486
C2 -1.786 -0.163 -0.275
O2 -2.570 -0.291 -1.184
H1 1.987 -0.852 -0.232
H2 2.502 0.418 0.710
H3 -0.113 -0.123 -1.450
H4 -2.052 -0.121 0.795